Record 1
The following is a DFT calculation (ωB97M-V/def2-TZVPD) of C34H47CaCl4N6O6Se as an isolated structure.

Properties
total charge = -1
multiplicity = 1
Kohn-Sham gap = 6.55 eV

Geometry as XYZ:
```
99
C34H47CaCl4N6O6Se (ωB97M-V/def2-TZVPD)
Ca 1.258 -0.626 -0.051
C -0.191 1.964 3.271
C -1.327 1.244 2.538
C -2.252 2.238 1.835
C -1.718 3.297 0.842
C -2.933 3.778 0.052
C -1.129 4.511 1.564
N -0.709 2.689 -0.100
C -0.152 3.617 -1.128
C 0.965 2.960 -1.928
N 0.596 1.645 -2.452
C 1.787 0.829 -2.708
C 1.438 -0.670 -2.917
O 1.803 -1.239 -3.939
O 0.744 -1.189 -1.952
C -0.350 1.738 -3.589
C 0.349 1.899 -4.947
C -1.307 0.534 -3.664
C -2.416 0.386 -2.603
C -3.174 -0.901 -2.962
C -3.392 1.550 -2.707
N -1.813 0.339 -1.236
C -2.678 -0.258 -0.192
C -1.966 -0.678 1.112
N -0.845 0.134 1.680
C -0.027 -0.738 2.592
C 0.284 -2.194 2.132
O 0.105 -3.085 2.968
O 0.711 -2.348 0.933
H -0.561 2.903 3.694
H 0.642 2.177 2.598
H 0.190 1.367 4.100
H -1.963 0.786 3.311
H -2.747 2.798 2.631
H -3.033 1.667 1.333
H -3.702 4.100 0.760
H -3.352 2.978 -0.564
H -2.697 4.634 -0.588
H -1.801 4.795 2.380
H -1.056 5.372 0.893
H -0.142 4.315 1.977
H -1.116 1.844 -0.584
H 0.122 2.290 0.403
H 0.267 4.486 -0.629
H -0.962 3.942 -1.780
H 1.812 2.822 -1.262
H 1.266 3.665 -2.717
H 2.419 0.878 -1.805
H 2.383 1.163 -3.557
H -0.945 2.639 -3.423
H 0.810 0.954 -5.253
H 1.122 2.672 -4.912
H -0.384 2.189 -5.706
H -0.716 -0.381 -3.659
H -1.810 0.585 -4.636
H -3.412 -0.892 -4.031
H -4.119 -0.986 -2.415
H -2.563 -1.786 -2.753
H -3.886 1.520 -3.686
H -2.890 2.520 -2.612
H -4.174 1.478 -1.943
H -0.975 -0.231 -1.332
H -3.125 -1.191 -0.530
H -3.505 0.429 -0.006
H -1.552 -1.658 0.884
H -2.752 -0.829 1.868
H -0.520 -0.845 3.557
H 0.954 -0.265 2.750
Cl 5.159 4.335 2.845
C 4.621 2.858 2.114
C 5.454 1.758 2.052
Cl 7.049 1.836 2.729
C 5.009 0.583 1.419
Cl 6.075 -0.768 1.222
C 3.717 0.449 0.893
O 3.309 -0.624 0.265
C 2.807 1.581 1.034
O 1.558 1.443 0.590
C 3.320 2.759 1.574
Cl 2.308 4.187 1.520
C -1.570 -5.201 2.291
N -0.477 -5.249 1.335
C -0.471 -4.590 0.144
Se -1.876 -3.827 -0.766
N 0.786 -4.716 -0.353
C 1.608 -5.398 0.536
C 2.937 -5.771 0.471
C 3.439 -6.527 1.524
C 2.627 -6.896 2.597
C 1.292 -6.507 2.654
C 0.804 -5.751 1.605
H -2.511 -5.295 1.756
H -1.537 -4.253 2.825
H -1.456 -6.023 2.997
H 1.085 -4.131 -1.116
H 3.567 -5.474 -0.359
H 4.480 -6.830 1.512
H 3.038 -7.497 3.400
H 0.663 -6.789 3.488
```

Results of the Mulliken charge analysis, in e, for atoms 1 through 8: number 1, Ca, carries 1.636; number 2, C, carries -2.420; number 3, C, carries -0.216; number 4, C, carries -2.370; number 5, C, carries 2.944; number 6, C, carries -1.897; number 7, C, carries -1.993; number 8, N, carries 2.317



Record 2
The following is a DFT calculation (ωB97M-V/def2-TZVPD) of a 9-piece molecular cluster, C34H47ClF24O18P overall.

Properties
total charge = -1
multiplicity = 1
Kohn-Sham gap = 6.44 eV

Geometry as XYZ:
```
125
C34H47ClF24O18P (ωB97M-V/def2-TZVPD)
Cl -1.643 -2.386 4.529
P -2.154 -3.397 2.641
O -3.376 -4.234 3.562
C -4.497 -4.199 2.688
C -4.516 -2.733 2.120
O -3.262 -2.088 2.240
H -2.443 -4.118 1.424
H -1.135 -4.359 2.950
H -1.164 -2.608 1.933
H -4.438 -5.037 1.976
H -5.471 -4.358 3.181
H -5.159 -2.189 2.833
H -5.003 -2.765 1.132
C 0.211 0.276 2.404
C 1.388 1.206 2.199
O 2.589 0.469 1.895
C 2.736 0.101 0.633
O 1.975 0.330 -0.253
C 4.064 -0.627 0.459
F 4.280 -1.519 1.420
F 5.092 0.227 0.485
F 4.125 -1.276 -0.699
H 0.437 -0.470 3.166
H -0.671 0.836 2.713
H -0.030 -0.265 1.490
H 1.597 1.751 3.120
H 1.191 1.946 1.422
C 3.892 -3.845 -2.779
C 5.369 -3.515 -2.787
O 6.159 -4.699 -2.562
C 6.366 -5.448 -3.632
O 5.961 -5.209 -4.728
C 7.240 -6.644 -3.273
F 6.846 -7.226 -2.144
F 8.510 -6.272 -3.110
F 7.216 -7.567 -4.225
H 3.619 -4.355 -1.854
H 3.296 -2.938 -2.870
H 3.633 -4.512 -3.602
H 5.600 -2.833 -1.972
H 5.668 -3.026 -3.714
C 6.109 0.047 -8.222
C 5.449 0.917 -7.173
O 4.084 0.523 -6.961
C 3.904 -0.509 -6.146
O 4.770 -1.114 -5.599
C 2.415 -0.787 -5.977
F 1.774 -0.756 -7.144
F 1.854 0.123 -5.186
F 2.204 -1.975 -5.436
H 5.532 0.053 -9.140
H 7.117 0.405 -8.436
H 6.175 -0.990 -7.891
H 5.414 1.950 -7.514
H 6.001 0.903 -6.233
C -3.575 -1.802 7.416
C -4.032 -1.800 8.859
O -3.622 -0.591 9.533
C -4.390 0.468 9.338
O -5.372 0.505 8.667
C -3.853 1.647 10.141
F -2.532 1.770 10.031
F -4.128 1.512 11.441
F -4.386 2.796 9.741
H -2.500 -1.640 7.352
H -3.814 -2.750 6.936
H -4.053 -1.002 6.851
H -3.561 -2.618 9.402
H -5.111 -1.933 8.941
C -3.983 5.406 7.367
C -3.099 4.266 6.912
O -3.017 4.216 5.478
C -2.144 5.046 4.925
O -1.447 5.810 5.515
C -2.128 4.853 3.413
F -3.358 4.774 2.912
F -1.488 3.733 3.085
F -1.514 5.857 2.801
H -4.961 5.339 6.899
H -4.106 5.390 8.450
H -3.557 6.370 7.083
H -3.531 3.317 7.226
H -2.103 4.328 7.350
C 3.999 -5.125 -6.808
C 3.742 -5.320 -8.288
O 3.072 -6.568 -8.540
C 1.756 -6.557 -8.368
O 1.110 -5.618 -8.032
C 1.178 -7.926 -8.712
F 1.896 -8.914 -8.184
F 1.154 -8.112 -10.034
F -0.063 -8.057 -8.270
H 4.543 -5.973 -6.403
H 4.579 -4.220 -6.635
H 3.062 -5.046 -6.255
H 4.688 -5.375 -8.825
H 3.174 -4.492 -8.712
C 1.537 5.109 -10.540
C 3.001 5.495 -10.590
O 3.843 4.342 -10.424
C 4.047 3.618 -11.519
O 3.595 3.849 -12.594
C 4.986 2.460 -11.203
F 4.656 1.851 -10.065
F 6.244 2.885 -11.075
F 4.978 1.545 -12.158
H 1.317 4.565 -9.621
H 0.907 5.997 -10.584
H 1.274 4.457 -11.373
H 3.240 6.162 -9.763
H 3.249 6.018 -11.513
C -9.377 5.947 12.264
C -8.499 4.808 11.787
O -8.439 4.772 10.354
C -7.574 5.610 9.796
O -6.872 6.369 10.385
C -7.576 5.429 8.282
F -8.809 5.349 7.787
F -6.946 4.310 7.924
F -6.978 6.434 7.649
H -10.367 5.881 11.811
H -9.483 5.918 13.349
H -8.955 6.912 11.983
H -8.925 3.854 12.094
H -7.496 4.869 12.209
```

Results of the Mulliken charge analysis, in e, for atoms 1 through 8: number 1, Cl, carries -0.467; number 2, P, carries 0.132; number 3, O, carries -0.413; number 4, C, carries -0.505; number 5, C, carries -0.371; number 6, O, carries -0.350; number 7, H, carries 0.066; number 8, H, carries 0.018



For reference, E_HOMO by record: -4.55 -4.93 eV.